No. 1
The molecule C5H9NO2. Source: OMol25; level of theory: ωB97M-V/def2-TZVPD.

Output
E_LUMO (eV): -0.244
Frontier orbital gap (eV): 8.87
Energy (eV): -10912.3997
Relative energy (zero: lowest compared OMol25 entry of this formula, charge and spin) (kcal/mol): 96.3
Structure (SMILES): [H]/N=C(\C=O)CCCO

CARTESIAN COORDINATES (ANGSTROEM)
H (2.350, -1.061, -1.898)
N (1.361, -1.305, -1.963)
C (0.710, -0.973, -0.937)
C (1.306, -0.458, 0.333)
O (2.002, 0.574, 0.386)
C (-0.754, -1.151, -0.736)
C (-1.158, -0.100, 0.304)
C (-0.713, 1.637, 0.919)
O (0.203, 2.261, 0.195)
H (1.385, -1.218, 1.132)
H (-0.941, -2.156, -0.344)
H (-1.304, -1.031, -1.670)
H (-1.287, -0.522, 1.301)
H (-2.129, 0.243, -0.062)
H (-0.466, 1.453, 1.970)
H (-1.698, 2.089, 0.797)
H (1.130, 1.718, 0.274)

---

No. 2
A cluster of 2 separate species, C25H36BBr2Cl5F4NO5 in total. Source: OMol25; level of theory: ωB97M-V/def2-TZVPD.

Output
E_LUMO (eV): -4.369
Frontier orbital gap (eV): 7.05
Energy (eV): -252466.8667
Charge: +1

CARTESIAN COORDINATES (ANGSTROEM)
C (4.482, -2.634, 0.023)
O (4.092, -1.432, 0.652)
C (2.929, -0.868, 0.057)
C (2.179, -0.093, 1.151)
C (0.661, -0.406, 1.165)
C (-0.414, 0.678, 1.542)
C (-1.175, 0.067, 2.803)
Br (-3.053, -0.251, 2.906)
C (-0.605, -0.294, 3.959)
C (-1.314, -0.908, 5.140)
Br (1.242, -0.079, 4.354)
C (0.180, 2.000, 2.124)
F (-0.601, 2.417, 3.184)
C (0.435, 3.274, 1.251)
Cl (-0.021, 4.712, 2.152)
N (-0.125, 3.304, -0.196)
Cl (-1.183, 4.705, -0.506)
C (-0.613, 1.963, -0.774)
C (-1.511, 2.235, -1.989)
C (-0.820, 3.075, -3.086)
C (-0.816, 2.545, -4.462)
O (-1.675, 3.620, -4.049)
B (0.727, 1.313, -1.482)
C (0.732, 0.317, -2.692)
O (1.994, 1.688, -1.133)
C (-1.347, 1.022, 0.292)
C (-1.760, -0.230, -0.521)
C (-2.182, -1.545, 0.145)
C (-2.045, -2.700, -0.893)
C (-0.633, -3.219, -0.932)
O (0.286, -2.602, -1.394)
O (-0.427, -4.441, -0.366)
C (-2.606, 1.859, 0.741)
C (-4.039, 1.353, 0.440)
C (-4.504, 1.763, -0.917)
F (-4.523, 3.103, -1.160)
C (-4.862, 0.941, -1.916)
F (-5.752, -0.022, -1.758)
F (-4.351, 0.899, -3.135)
H (3.736, -3.423, 0.177)
H (5.409, -2.978, 0.470)
H (4.651, -2.504, -1.052)
H (3.261, -0.227, -0.762)
H (2.317, -1.685, -0.339)
H (2.420, 0.972, 1.117)
H (2.664, -0.456, 2.052)
H (0.552, -1.273, 1.811)
H (0.456, -0.803, 0.171)
H (-1.776, -1.853, 4.853)
H (-0.614, -1.122, 5.941)
H (-2.071, -0.232, 5.537)
H (1.151, 1.803, 2.573)
H (1.505, 3.444, 1.142)
H (0.646, 3.608, -0.789)
H (-1.809, 1.335, -2.507)
H (-2.386, 2.834, -1.751)
H (0.051, 3.668, -2.801)
H (-0.020, 2.858, -5.125)
H (-1.343, 1.614, -4.629)
H (-0.221, -0.121, -2.971)
H (1.209, 0.825, -3.533)
H (1.398, -0.508, -2.426)
H (2.132, 2.296, -0.403)
H (-2.520, 0.012, -1.260)
H (-0.916, -0.559, -1.126)
H (-1.569, -1.831, 0.999)
H (-3.216, -1.594, 0.470)
H (-2.776, -3.476, -0.676)
H (-2.317, -2.298, -1.872)
H (-1.067, -5.064, -0.731)
H (-2.565, 2.067, 1.807)
H (-2.619, 2.852, 0.299)
H (-4.681, 1.838, 1.185)
H (-4.215, 0.290, 0.562)
C (7.731, -5.524, 0.530)
Cl (6.907, -6.927, 1.204)
Cl (6.761, -4.782, -0.747)
Cl (8.102, -4.346, 1.789)
H (8.663, -5.857, 0.092)

---

No. 3
The molecule C4H8O. Source: OMol25; level of theory: ωB97M-V/def2-TZVPD.

Output
E_LUMO (eV): 0.956
Frontier orbital gap (eV): 9.44
Energy (eV): -6323.5649
Relative energy (zero: lowest compared OMol25 entry of this formula, charge and spin) (kcal/mol): 37.0
Structure (SMILES): C=C(C)OC

CARTESIAN COORDINATES (ANGSTROEM)
C (-1.752, -1.030, -0.047)
C (-0.599, -0.347, 0.032)
C (-0.503, 1.178, 0.039)
O (0.561, -1.070, 0.109)
C (1.794, -0.346, -0.047)
H (-2.685, -0.474, -0.015)
H (-1.628, -2.093, -0.022)
H (0.279, 1.609, -0.698)
H (-0.380, 1.533, 1.175)
H (-1.509, 1.580, -0.346)
H (1.859, 0.476, 0.661)
H (2.622, -1.063, 0.262)
H (1.941, 0.048, -1.103)

---

No. 4
A cluster of 2 separate species, C2H7N2O in total. Source: OMol25; level of theory: ωB97M-V/def2-TZVPD.

Output
E_LUMO (alpha / beta) (eV): -5.378 / -5.489
Frontier orbital gap (alpha / beta) (eV): 8.73 / 8.53
Energy (eV): -7203.0687
Relative energy (zero: lowest compared OMol25 entry of this formula, charge and spin) (kcal/mol): 140.1
Charge: +1

CARTESIAN COORDINATES (ANGSTROEM)
C (-1.292, -0.593, 0.666)
C (1.297, 1.621, -0.860)
N (-1.302, -1.569, 1.462)
N (0.627, -0.569, -0.670)
O (0.648, 0.488, -1.410)
H (-2.019, 0.207, 0.693)
H (1.648, 1.419, 0.152)
H (0.600, 2.459, -0.884)
H (2.142, 1.858, -1.514)
H (-1.998, -1.710, 2.203)
H (-0.576, -2.285, 1.399)
H (0.225, -1.327, -1.238)

---

No. 5
A structure of composition C26H15Cl5N5ORuS3. Source: OMol25; level of theory: ωB97M-V/def2-TZVPD.

Output
<S²>: 0.849
E_LUMO (alpha / beta) (eV): -1.895 / -1.653
Frontier orbital gap (alpha / beta) (eV): 5.81 / 6.10
Energy (eV): -134401.7723
Multiplicity: 2
Relative energy (zero: lowest compared OMol25 entry of this formula, charge and spin) (kcal/mol): 83.1

CARTESIAN COORDINATES (ANGSTROEM)
Ru (0.408, 1.201, 0.386)
O (0.843, 5.226, 1.926)
C (0.656, 4.021, 1.785)
N (1.092, 3.273, 0.768)
C (1.907, 3.931, -0.216)
C (2.710, 2.937, -1.001)
C (3.736, 3.347, -1.849)
C (4.402, 2.404, -2.608)
C (4.048, 1.069, -2.477)
C (3.049, 0.739, -1.581)
N (2.394, 1.651, -0.870)
C (-0.065, 3.212, 2.824)
C (-0.518, 3.805, 3.997)
C (-1.067, 2.998, 4.977)
C (-1.149, 1.630, 4.750)
C (-0.676, 1.125, 3.550)
N (-0.152, 1.902, 2.614)
H (2.559, 4.666, 0.281)
H (1.273, 4.500, -0.916)
H (4.003, 4.391, -1.908)
H (5.183, 2.704, -3.291)
H (4.541, 0.306, -3.057)
H (2.756, -0.295, -1.435)
H (-0.400, 4.872, 4.111)
H (-1.419, 3.424, 5.906)
H (-1.561, 0.958, 5.486)
H (-0.709, 0.063, 3.335)
Cl (0.484, 1.444, -3.324)
C (-1.059, 1.526, -2.558)
C (-1.146, 1.252, -1.191)
C (-2.435, 1.340, -0.657)
Cl (-2.580, 0.990, 1.028)
C (-3.565, 1.675, -1.387)
Cl (-5.101, 1.775, -0.628)
C (-3.424, 1.947, -2.747)
Cl (-4.794, 2.368, -3.684)
C (-2.162, 1.873, -3.335)
Cl (-1.992, 2.218, -5.009)
S (2.287, -5.885, -0.783)
C (1.765, -4.486, -0.094)
S (2.803, -3.125, 0.264)
C (1.349, -2.221, 0.797)
N (0.277, -2.924, 0.703)
N (0.489, -4.156, 0.234)
C (-0.628, -4.981, -0.022)
C (-0.585, -6.341, 0.256)
C (-1.648, -7.144, -0.119)
C (-2.749, -6.588, -0.751)
C (-2.818, -5.218, -0.957)
C (-1.760, -4.407, -0.590)
S (1.531, -0.683, 1.484)
H (0.270, -6.765, 0.758)
H (-1.616, -8.206, 0.074)
H (-3.558, -7.221, -1.082)
H (-3.691, -4.781, -1.422)
H (-1.787, -3.340, -0.748)

---

No. 6
A cluster of 7 separate species, C15H26BN7O16 in total. Source: OMol25; level of theory: ωB97M-V/def2-TZVPD.

Output
E_LUMO (eV): -0.360
Frontier orbital gap (eV): 9.62
Energy (eV): -59828.7535
Structure (SMILES): COB(O)c1cccc2c1C(=O)NC2=O.C[N+](=O)[O-].C[N+](=O)[O-].C[N+](=O)[O-].C[N+](=O)[O-].C[N+](=O)[O-].C[N+](=O)[O-]

CARTESIAN COORDINATES (ANGSTROEM)
C (3.057, -3.330, 0.209)
O (3.168, -2.533, -0.980)
B (1.999, -2.406, -1.678)
O (1.934, -2.775, -3.012)
C (0.650, -1.824, -1.054)
C (0.511, -0.474, -0.805)
C (-0.637, 0.026, -0.239)
C (-1.671, -0.816, 0.103)
C (-1.510, -2.135, -0.171)
C (-0.375, -2.686, -0.745)
C (-0.486, -4.184, -0.884)
O (0.371, -5.002, -1.098)
N (-1.897, -4.446, -0.662)
C (-2.422, -3.318, 0.084)
O (-3.389, -3.414, 0.797)
H (3.428, -4.348, 0.090)
H (3.652, -2.842, 0.972)
H (2.041, -3.396, 0.608)
H (2.739, -2.494, -3.465)
H (1.334, 0.180, -1.069)
H (-0.708, 1.089, -0.043)
H (-2.576, -0.462, 0.575)
H (-2.321, -4.413, -1.590)
C (-5.152, 1.638, 2.851)
N (-3.899, 1.648, 2.049)
O (-3.915, 2.213, 0.976)
O (-2.935, 1.086, 2.527)
H (-5.920, 2.175, 2.304)
H (-5.436, 0.601, 3.004)
H (-4.936, 2.128, 3.796)
C (1.543, -2.922, 4.695)
N (2.786, -2.840, 3.880)
O (2.721, -2.268, 2.811)
O (3.781, -3.354, 4.342)
H (0.744, -2.424, 4.158)
H (1.318, -3.975, 4.841)
H (1.742, -2.430, 5.642)
C (6.844, -2.618, -0.390)
N (6.843, -4.106, -0.430)
O (5.773, -4.657, -0.567)
O (7.916, -4.659, -0.321)
H (5.821, -2.270, -0.498)
H (7.259, -2.318, 0.568)
H (7.463, -2.270, -1.211)
C (0.442, -1.381, -5.727)
N (0.887, 0.037, -5.806)
O (1.488, 0.385, -6.800)
O (0.616, 0.749, -4.862)
H (0.751, -1.893, -6.631)
H (0.911, -1.821, -4.850)
H (-0.640, -1.381, -5.633)
C (-4.353, 5.787, 0.598)
N (-5.659, 5.094, 0.414)
O (-6.149, 5.089, -0.694)
O (-6.146, 4.573, 1.397)
H (-4.045, 6.198, -0.357)
H (-4.505, 6.571, 1.329)
H (-3.648, 5.051, 0.951)
C (-0.482, 8.089, 0.611)
N (-1.731, 7.428, 1.077)
O (-2.606, 8.135, 1.526)
O (-1.780, 6.218, 0.974)
H (-0.579, 9.157, 0.763)
H (0.339, 7.684, 1.196)
H (-0.363, 7.854, -0.443)

---

No. 7
A cluster of 2 separate species, C9H12N4O in total. Source: OMol25; level of theory: ωB97M-V/def2-TZVPD.

Output
E_LUMO (eV): 0.014
Frontier orbital gap (eV): 9.01
Energy (eV): -17530.6528
Relative energy (zero: lowest compared OMol25 entry of this formula, charge and spin) (kcal/mol): 107.7

CARTESIAN COORDINATES (ANGSTROEM)
C (-3.173, 1.631, 0.915)
C (2.895, 0.923, -0.085)
C (-3.551, 1.724, -0.376)
C (2.220, 0.884, 1.138)
C (-1.909, 1.121, 0.927)
C (1.943, 0.748, -1.062)
C (1.476, -2.532, -0.372)
C (0.147, -2.156, 0.242)
C (-0.467, 0.335, -0.890)
N (-2.587, 1.217, -1.160)
N (0.951, 0.707, 0.946)
N (-1.598, 0.898, -0.346)
N (0.790, 0.612, -0.345)
O (-0.746, -1.628, -0.692)
H (-3.860, 1.914, 1.800)
H (3.918, 1.048, -0.071)
H (-4.570, 1.806, -0.736)
H (2.440, 1.148, 2.174)
H (-1.194, 0.976, 1.839)
H (1.878, 0.620, -2.217)
H (2.034, -3.030, 0.473)
H (1.505, -2.981, -1.347)
H (2.073, -1.619, -0.351)
H (0.185, -1.520, 1.110)
H (-0.341, -3.045, 0.529)
H (-0.459, 0.200, -2.042)

---

No. 8
A structure of composition C20H12AsF6I2N3O11S4Ta. Source: OMol25; level of theory: ωB97M-V/def2-TZVPD.

Output
E_LUMO (eV): -4.388
Frontier orbital gap (eV): 7.03
Energy (eV): -186159.0385
Relative energy (zero: lowest compared OMol25 entry of this formula, charge and spin) (kcal/mol): 0.0
Charge: +1

CARTESIAN COORDINATES (ANGSTROEM)
Ta (-0.714, 0.117, -0.279)
I (-3.070, 3.450, 2.903)
C (-1.073, 2.820, 2.932)
C (-0.300, 3.275, 3.993)
C (0.932, 2.775, 4.202)
I (1.836, 3.316, 6.032)
C (1.586, 1.984, 3.189)
C (2.893, 1.472, 3.278)
C (3.299, 0.511, 2.351)
C (2.408, 0.111, 1.371)
N (1.292, 0.767, 1.084)
C (0.862, 1.648, 2.011)
C (-0.486, 2.075, 1.917)
O (-1.181, 1.617, 0.845)
H (-0.684, 4.106, 4.637)
H (3.580, 1.894, 4.088)
H (4.335, 0.253, 2.391)
H (2.642, -0.596, 0.647)
F (2.945, 2.389, -1.922)
C (1.752, 2.710, -2.480)
F (1.856, 3.527, -3.552)
F (1.026, 3.344, -1.579)
S (1.177, 1.044, -2.977)
O (0.880, 0.638, -1.538)
O (2.317, 0.473, -3.703)
N (-0.064, 1.229, -3.959)
S (-1.594, 1.327, -3.424)
O (-1.629, 1.142, -1.957)
O (-2.541, 0.600, -4.221)
C (-2.012, 3.166, -3.458)
F (-1.598, 3.782, -2.340)
F (-1.369, 3.762, -4.534)
F (-3.323, 3.138, -3.621)
O (1.010, -2.390, 2.829)
As (-0.299, -2.811, 1.682)
O (-1.700, -3.179, 2.603)
O (-0.596, -1.125, 1.015)
C (1.037, -3.473, 0.223)
C (2.326, -3.957, 0.553)
C (3.339, -4.056, -0.429)
C (3.029, -3.763, -1.791)
C (1.781, -3.334, -2.191)
C (0.817, -3.205, -1.149)
S (-0.850, -2.935, -1.564)
O (-1.706, -3.235, -0.410)
O (-1.075, -3.621, -2.816)
O (-0.858, -1.448, -1.877)
H (0.549, -2.331, 3.640)
H (2.554, -4.147, 1.609)
H (4.318, -4.468, -0.070)
H (3.860, -3.997, -2.458)
H (1.543, -3.183, -3.234)
S (-5.287, -1.489, 0.929)
C (-5.413, -0.034, -0.040)
C (-4.202, 0.496, -0.258)
N (-3.178, -0.347, 0.029)
C (-3.670, -1.448, 0.720)
H (-6.380, 0.319, -0.368)
H (-3.886, 1.503, -0.655)
H (-3.044, -2.210, 1.151)

---

Among the records above, which one has the lowest energy?
C25H36BBr2Cl5F4NO5

---

What is the energy in the eighth record?
-186159.0385 eV

---

Look up the energy of the eighth one.
-186159.0385 eV